Below is 2 unconnected molecules or ions with the total composition C32H43ClF8N4O9S2, with properties calculated with ωB97M-V/def2-TZVPD.

## Properties
E_tot	-4195.8373	hartree
largest force on an atom	0.181	Eh/bohr
SMILES	CC[C@@H](Cl)N(CCCCSc1nnco1)C[C@@H](C)O[C@](CCCC(=O)O)(CCC(=O)Nc1ccccc1)S(=O)(=O)C(F)(F)C(F)(F)F.CCOC(=O)C(F)(F)F
multiplicity	1

Each line ends with the Löwdin charge.
CARTESIAN COORDINATES (ANGSTROEM)
C1 3.838413 -3.928619 0.050056  -0.1256
C2 2.381549 -3.128729 -0.137819  -0.2416
C3 2.614741 -1.478991 -0.014262  -0.6058
Cl1 2.699138 -0.733314 -1.744953  0.5436
N1 1.580715 -0.798068 0.867766  -0.1590
C4 1.928525 -1.227666 2.277034  -0.2006
C5 2.251699 0.018822 3.310405  -0.1641
C6 3.406466 1.057864 2.778932  -0.2481
C7 4.818418 0.353749 2.329690  -0.4666
S1 5.317086 1.106584 0.679978  0.8555
C8 6.905169 0.357347 0.025230  -0.4520
N2 6.763349 -0.458769 -1.274207  -0.0260
N3 8.043425 -0.912659 -1.635652  -0.0231
C9 8.974965 -0.373489 -0.555607  -0.0519
O1 8.301716 0.415922 0.514291  -0.0772
C10 0.162266 -1.147118 0.476853  -0.1370
C11 -0.862575 0.181513 0.473079  -0.2647
C12 -1.315097 0.358628 2.034173  -0.0426
O2 -0.085470 1.254865 -0.114681  -0.1371
C13 -0.792472 2.504278 -0.352567  -0.3908
C14 -0.651879 3.616339 0.890331  -0.1133
C15 0.640915 3.352215 1.860317  -0.1656
C16 0.445921 4.123584 3.331846  -0.0857
C17 -0.443787 3.262361 4.405801  -0.2777
O3 0.021303 2.267826 5.167526  -0.0116
O4 -1.867183 3.658688 4.578752  -0.0294
C18 -2.303860 2.394361 -0.965902  -0.1190
C19 -3.518409 2.268393 0.112498  -0.0850
C20 -4.434655 0.959249 -0.326808  -0.2581
O5 -5.016359 0.865670 -1.552677  -0.0177
N4 -4.627920 -0.237389 0.616533  0.0014
C21 -6.111776 -0.439589 0.860887  -0.1588
C22 -7.264541 0.736254 0.779766  -0.0213
C23 -8.866904 0.421872 1.090612  -0.0554
C24 -9.404365 -1.104079 1.509502  -0.0783
C25 -8.260616 -2.298909 1.550394  -0.0725
C26 -6.654135 -1.965686 1.233120  -0.0257
S2 0.202646 3.336013 -1.767528  0.9270
O6 -0.080843 2.413970 -3.017380  -0.3366
O7 -0.416035 4.730611 -2.162476  -0.3483
C27 2.019231 3.537763 -1.374438  -0.2315
F1 2.602649 2.496850 -0.498594  -0.0141
F2 2.259787 4.941452 -0.890772  0.0002
C28 2.865347 3.434695 -2.813695  -0.1599
F3 2.864099 2.048498 -3.371691  0.0182
F4 2.494167 4.486101 -3.787472  0.0588
F5 4.300607 3.702544 -2.428217  0.0170
H1 3.643451 -5.057862 -0.234642  0.0837
H2 4.672357 -3.411688 -0.588738  0.0817
H3 4.131193 -3.888270 1.201363  0.0789
H4 1.852685 -3.374726 -1.152236  0.0920
H5 1.689954 -3.546477 0.738314  0.1150
H6 3.724641 -1.369555 0.407245  0.0858
H7 1.048748 -1.866004 2.766550  0.1305
H8 2.882022 -1.943120 2.336911  0.1169
H9 1.304174 0.660782 3.562461  0.0726
H10 2.642235 -0.442221 4.339252  0.1352
H11 3.049353 1.785829 1.918093  0.0729
H12 3.664158 1.770635 3.699546  0.1264
H13 5.638141 0.662977 3.127509  0.0956
H14 4.762991 -0.818446 2.301102  0.0802
H15 10.127582 -0.576693 -0.615322  0.1352
H16 -0.308668 -2.045398 1.070469  0.1359
H17 0.180694 -1.495634 -0.664655  0.1287
H18 -1.797918 -0.188846 -0.124518  0.1399
H19 -2.342300 -0.237750 2.154297  0.0981
H20 -0.583082 -0.137408 2.820231  0.0836
H21 -1.534607 1.449200 2.384918  0.0529
H22 -1.598574 3.663047 1.573935  0.1043
H23 -0.516422 4.714966 0.445383  0.1397
H24 1.559244 3.920898 1.353549  0.1204
H25 0.865207 2.231492 2.108047  0.0949
H26 0.105785 5.239345 3.199191  0.1335
H27 1.549499 4.175939 3.783272  0.1362
H28 -2.402313 3.067599 3.972096  0.1030
H29 -2.558594 3.325072 -1.667708  0.1517
H30 -2.297102 1.458758 -1.707985  0.1479
H31 -3.210297 2.239899 1.238597  0.0948
H32 -4.220576 3.222809 -0.031337  0.1462
H33 -4.199642 -1.087817 0.143087  0.1347
H34 -6.973070 1.840694 0.498433  0.0851
H35 -9.627487 1.310199 1.034940  0.0769
H36 -10.540688 -1.316793 1.727586  0.0783
H37 -8.605532 -3.405720 1.829391  0.0869
H38 -5.933032 -2.907031 1.300013  0.0842
C29 0.252283 -2.687165 -5.892589  -0.0609
C30 0.263407 -4.205524 -5.871412  -0.2070
O8 -0.009187 -4.704299 -4.551571  0.0095
C31 -1.316284 -4.643360 -4.146538  -0.3254
O9 -2.228036 -4.195142 -4.839914  0.1430
C32 -1.482545 -5.230195 -2.747052  -0.4717
F6 -0.573825 -4.736293 -1.857923  0.1288
F7 -1.327881 -6.585033 -2.737172  0.1444
F8 -2.710232 -4.983684 -2.208806  0.1389
H39 0.953659 -2.288871 -5.152555  0.0823
H40 0.524267 -2.310998 -6.881448  0.0845
H41 -0.735705 -2.290635 -5.635656  0.0766
H42 1.261772 -4.564023 -6.147137  0.1268
H43 -0.441329 -4.629265 -6.596836  0.1273

Atoms 1-6, force components in eV/Å:
-1.12 0.25 0.24
0.40 -0.28 0.31
0.67 -1.63 0.23
-0.29 -0.68 1.77
0.55 -1.77 0.25
0.16 -0.19 2.09